# 1
C5H8ClN | ωB97M-V/def2-TZVPD

XYZ file:
```
15
Properties=species:S:1:pos:R:3:forces:R:3:mulliken_charge:R:1
C -1.843 -0.052 -0.221 -4.28 0.58 2.56 0.088
C -0.717 0.030 0.817 -0.30 3.10 0.15 -0.306
C 0.663 -0.319 1.144 0.54 -3.76 -3.75 -0.831
C 1.555 0.247 -0.161 0.81 2.19 1.32 -0.417
C -0.582 -0.044 -0.680 3.29 -2.35 -2.83 0.031
H -2.345 0.865 -0.030 -0.81 0.46 -0.40 0.319
H -0.711 1.118 1.029 -0.63 -0.33 -0.03 0.156
H 0.605 -1.438 1.117 1.29 0.64 0.18 0.274
H 0.975 0.011 2.042 1.13 1.12 3.02 0.416
H 2.380 1.145 0.031 -2.23 -2.36 -0.12 0.297
H 2.143 -0.618 -0.557 -0.75 0.66 -0.20 0.271
H 0.769 0.668 -2.080 -0.98 0.52 2.21 0.294
H -0.341 -1.106 -0.945 0.12 0.48 0.23 0.209
N 0.428 0.849 -1.060 2.97 -0.52 -2.06 -0.602
Cl -2.978 -1.356 -0.447 -0.18 -0.43 -0.29 -0.199
```
Positions in Å, forces in eV/Å.

As for the LUMO energy: 0.037 hartree. Its structure (SMILES) is Cl[C@H]1[C@H]2CCN[C@H]12. As for the multiplicity: 1. As for the frontier orbital gap: 0.369 Eh.

=====

# 2
C5H8ClN2 | ωB97M-V/def2-TZVPD

XYZ file:
```
16
Properties=species:S:1:pos:R:3:forces:R:3:mulliken_charge:R:1
C -2.008 -1.120 -0.062 -2.69 0.41 0.22 0.185
C -0.853 -1.811 0.144 -0.57 -0.16 -0.04 -0.481
C 1.181 -0.506 -0.371 -0.22 0.61 0.29 0.411
C 1.973 1.746 0.321 1.31 1.80 -2.42 -1.113
C 1.678 0.653 -0.655 0.73 -0.21 -1.06 -0.218
N -2.245 0.241 -0.244 0.00 -1.76 -0.59 -0.302
N 0.552 -1.516 0.024 -0.17 -0.50 0.64 -0.152
Cl -3.790 0.896 0.128 0.53 -0.48 -0.18 -0.001
H -3.090 -1.604 -0.091 2.84 0.13 0.43 0.320
H -0.847 -2.803 0.545 -0.98 -0.45 -0.40 0.304
H 1.513 2.577 -0.208 0.21 0.59 -0.12 0.362
H 3.025 2.082 0.500 -0.60 -0.89 -0.61 0.327
H 1.497 1.817 1.217 -1.42 -0.97 2.70 0.415
H 1.887 0.898 -1.739 -0.14 -0.55 1.27 0.343
H -1.540 0.806 0.119 1.14 1.43 0.50 0.287
H 1.064 -2.356 0.372 0.04 1.00 -0.63 0.313
```
Positions in Å, forces in eV/Å.

As for the LUMO energy: -0.169 hartree. Its structure (SMILES) is CC=C=[NH+]/C=C\NCl. As for the multiplicity: 1. As for the frontier orbital gap: 0.304 Eh. Its total charge is +1.

=====

# 3
C5H8ClN2 | ωB97M-V/def2-TZVPD

XYZ file:
```
16
Properties=species:S:1:pos:R:3:forces:R:3:mulliken_charge:R:1
C 0.039 1.169 1.971 -0.02 -0.13 0.10 -0.055
C -0.662 2.091 1.411 -0.08 -1.05 -1.09 0.323
C -1.035 0.462 -0.991 0.04 1.43 2.13 -0.196
C 0.378 -0.215 1.464 0.09 -0.09 -0.51 -0.647
C 1.020 -0.288 0.071 0.13 0.15 0.30 -0.552
N 0.073 -0.222 -1.031 0.16 -0.55 -0.76 -0.090
N -1.848 0.557 -2.009 -0.06 -0.29 -0.67 -0.237
Cl -1.395 3.460 1.074 -0.02 0.12 0.08 0.007
H 0.395 1.388 2.981 -0.07 0.33 -0.04 0.409
H 1.072 -0.666 2.172 -0.06 0.04 0.02 0.399
H -0.540 -0.801 1.456 -0.08 -0.06 0.10 0.298
H 1.765 0.506 -0.042 0.04 -0.13 0.06 0.246
H 1.532 -1.249 -0.007 -0.01 0.12 0.04 0.393
H 0.359 -0.729 -1.871 -0.07 0.09 0.12 0.252
H -2.717 1.055 -1.926 0.06 0.01 0.05 0.250
H -1.676 0.103 -2.904 -0.07 0.02 0.06 0.201
```
Positions in Å, forces in eV/Å.

As for the LUMO energy (alpha / beta): -0.208 / -0.208 hartree. As for the multiplicity: 1. As for the frontier orbital gap (alpha / beta): 0.262 / 0.262 Eh. Its total charge is +1.

=====

# 4
C5H8ClN2 | ωB97M-V/def2-TZVPD

XYZ file:
```
16
Properties=species:S:1:pos:R:3:forces:R:3:mulliken_charge:R:1
C -1.011 -1.091 1.973 -1.82 -2.60 -0.98 -0.460
C -2.032 -1.796 1.919 1.42 1.87 0.44 0.326
C -0.360 0.105 -1.354 -1.02 1.42 1.91 0.233
C 0.466 -0.862 1.878 -1.08 0.37 2.49 -0.327
C 0.980 -0.429 0.533 0.79 -3.41 -0.16 -0.646
N 0.054 0.404 -0.145 -0.23 -0.22 -0.17 -0.171
N -1.506 0.634 -1.644 -2.96 0.09 -2.29 -0.345
Cl -3.530 -2.517 2.042 0.92 0.43 -0.13 -0.107
H 0.212 -0.482 -2.034 0.22 -0.50 -0.29 0.421
H 0.681 -0.049 2.624 0.16 -0.87 -0.44 0.289
H 0.898 -1.835 2.229 0.12 1.13 -0.34 0.324
H 1.894 0.042 0.649 1.82 1.13 0.35 0.301
H 1.253 -1.417 0.013 -0.86 1.63 -0.09 0.347
H -0.593 0.922 0.486 0.68 -0.51 -0.80 0.314
H -2.137 0.387 -2.435 1.44 0.18 0.49 0.279
H -2.038 1.152 -0.950 0.39 -0.15 0.02 0.221
```
Positions in Å, forces in eV/Å.

As for the LUMO energy: -0.143 hartree. Its structure (SMILES) is [NH2+]=CNCCC#CCl. As for the multiplicity: 1. As for the frontier orbital gap: 0.340 Eh. Its total charge is +1.

=====

# 5
C5H8ClN2S | ωB97M-V/def2-TZVPD

XYZ file:
```
17
Properties=species:S:1:pos:R:3:forces:R:3:mulliken_charge:R:1
C -0.214 -0.433 -2.033 1.26 2.07 -2.14 -0.092
C -0.777 0.845 -0.254 0.79 0.89 0.17 0.831
C -0.628 -0.304 0.665 -1.52 -2.76 -1.51 -0.415
C 0.244 -1.425 0.120 1.34 0.84 -0.86 -0.157
C -1.157 2.119 0.354 0.48 2.16 -1.01 -1.114
N -0.629 0.768 -1.551 -0.78 -0.52 1.42 -0.463
N 0.302 -1.381 -1.329 -0.95 -0.08 -1.49 -0.136
S 2.051 -1.148 0.443 -0.34 0.21 1.46 -0.186
Cl -2.404 -0.907 0.841 1.16 0.29 -0.26 -0.088
H -0.047 -0.350 -3.174 -0.47 -1.03 1.89 0.362
H -0.298 -0.245 1.649 0.25 1.36 1.70 0.454
H -0.114 -2.390 0.383 -0.15 -0.80 0.63 0.460
H -2.102 1.995 0.832 -0.89 -0.14 0.50 0.354
H -1.280 2.845 -0.474 -0.09 -0.33 0.52 0.345
H -0.501 2.633 1.098 -0.05 -1.07 -0.47 0.352
H 0.844 -2.015 -1.898 0.05 -0.81 0.51 0.295
H 2.014 -0.951 1.818 -0.10 -0.29 -1.06 0.199
```
Positions in Å, forces in eV/Å.

As for the LUMO energy: -0.210 hartree. Its structure (SMILES) is CC1=NC=[NH+][C@@H](S)[C@@H]1Cl. As for the multiplicity: 1. As for the frontier orbital gap: 0.310 Eh. Its total charge is +1.

=====

# 6
C5H8ClN2S | ωB97M-V/def2-TZVPD

XYZ file:
```
17
Properties=species:S:1:pos:R:3:forces:R:3:mulliken_charge:R:1
C -0.760 -2.087 0.230 0.42 1.18 -1.11 -0.375
C -0.726 -1.176 1.214 0.60 -1.27 -0.49 -0.622
C -0.378 -1.679 -1.170 -0.56 0.39 0.70 -0.210
C -0.564 0.249 0.951 1.67 3.91 0.38 0.340
C 0.139 0.459 -0.383 3.98 -0.87 -0.29 -0.097
N 0.063 -0.497 -1.417 -1.03 0.62 -0.28 -0.547
N 0.135 1.864 -0.995 -1.35 -2.98 -4.30 -0.258
S 2.338 0.329 -0.076 -2.48 -1.16 -0.35 -0.111
Cl -2.162 1.111 0.831 -0.35 -0.23 -0.02 -0.153
H -1.036 -3.092 0.449 0.20 -0.66 0.02 0.437
H -0.680 -1.540 2.210 -0.71 0.07 0.90 0.447
H -0.422 -2.345 -2.050 -0.02 0.12 0.80 0.445
H -0.002 0.958 1.730 -1.13 -2.25 -1.33 0.360
H 0.488 2.556 -0.433 1.62 2.07 1.86 0.310
H -0.819 2.154 -1.223 -0.44 -0.17 0.28 0.387
H 0.602 1.840 -2.005 -0.55 -0.22 2.77 0.438
H 2.310 -0.999 -0.526 0.13 1.44 0.46 0.208
```
Positions in Å, forces in eV/Å.

As for the LUMO energy: -0.191 hartree. Its structure (SMILES) is [NH3+][C@]1(S)N=CC=C[C@@H]1Cl. As for the multiplicity: 1. As for the frontier orbital gap: 0.304 Eh. Its total charge is +1.

=====

# 7
C5H8ClNO | ωB97M-V/def2-TZVPD

XYZ file:
```
16
Properties=species:S:1:pos:R:3:forces:R:3:mulliken_charge:R:1
C -0.049 0.958 0.312 1.40 0.64 -2.18 -0.552
C 0.717 -0.248 0.840 -0.14 0.62 0.33 0.209
C -0.461 -1.229 1.007 0.68 -1.94 -3.02 -0.936
C -1.460 -0.859 -0.277 2.49 -5.10 0.14 0.054
C -1.123 0.432 -0.670 0.15 2.13 -2.65 0.060
H 0.479 3.025 0.960 1.44 -4.03 -4.46 0.383
H -0.619 1.269 1.067 -2.34 1.03 3.39 0.476
H 1.279 0.038 1.823 -0.74 -0.83 -2.03 0.278
H -0.096 -2.347 1.137 -1.24 2.37 -0.27 0.301
H -1.138 -0.853 1.697 -0.64 0.18 2.52 0.399
H -1.485 -1.614 -1.152 -0.37 0.86 1.94 0.276
H -3.121 -0.301 -1.164 1.59 2.54 4.27 0.323
H -1.187 0.566 -1.781 0.84 0.69 1.33 0.321
N -2.531 0.140 -0.094 -0.98 -2.26 -4.21 -0.740
O 0.785 2.087 -0.023 -1.81 3.35 3.85 -0.642
Cl 1.858 -0.693 -0.530 -0.34 -0.25 1.03 -0.211
```
Positions in Å, forces in eV/Å.

As for the LUMO energy: -0.011 hartree. As for the multiplicity: 1. As for the frontier orbital gap: 0.359 Eh.

=====

# 8
C5H8ClNO | ωB97M-V/def2-TZVPD

XYZ file:
```
16
Properties=species:S:1:pos:R:3:forces:R:3:mulliken_charge:R:1
C -0.657 -0.920 -0.580 -0.85 0.06 0.13 -0.197
C 0.131 -0.910 0.698 0.02 -0.36 0.22 -0.259
C -0.619 -0.512 1.952 -0.24 -0.30 0.11 -0.664
C -0.637 1.375 0.622 -0.25 -0.36 -0.47 -0.646
C 0.114 0.308 -0.167 0.16 0.54 -0.03 0.542
H 0.733 -1.912 -1.600 1.90 -0.32 -0.07 0.262
H -0.455 -1.348 -2.531 0.08 -0.08 -0.11 0.268
H -1.761 -0.833 -0.496 0.79 -0.06 -0.01 0.344
H 1.019 -1.536 0.772 -0.19 0.13 -0.04 0.339
H -1.337 -1.258 2.335 0.36 0.24 -0.25 0.286
H 0.087 -0.262 2.749 0.07 0.00 0.06 0.337
H -1.337 1.953 -0.001 0.13 -0.19 0.29 0.298
H 0.070 2.056 1.096 0.14 0.09 0.09 0.340
N -0.231 -1.780 -1.644 -1.86 0.43 0.08 -0.623
O -1.381 0.630 1.580 -0.06 0.32 -0.11 -0.401
Cl 1.509 0.854 -1.094 -0.20 -0.12 0.12 -0.226
```
Positions in Å, forces in eV/Å.

As for the LUMO energy: 0.033 hartree. Its structure (SMILES) is N[C@H]1[C@@H]2COC[C@]12Cl. As for the multiplicity: 1. As for the frontier orbital gap: 0.371 Eh.

=====

Calculated F_max, 5.33; 3.29; 2.56; 3.74; 3.49; 5.41; 6.18; 1.93 eV Å⁻¹ (same order as the records).
Calculated energy above the lowest of the compared OMol25 structures with the same formula, charge and spin, 107.95; 103.87; 90.52; 58.38; 3.36; 29.35; 156.33; 39.02 kcal per mole (same order as the records).